Formula: C6H15N2
Source: OMol25
Level of theory: ωB97M-V/def2-TZVPD

Properties
max |F| = 2.63 eV Å⁻¹
lowest unoccupied orbital energy = -3.650 eV
frontier orbital gap = 8.4 eV
relative energy (zero: lowest compared OMol25 entry of this formula, charge and spin) = 58.3 kcal per mole
total energy = -9437.443 eV
total charge = +1
highest occupied orbital energy = -0.4446 Ha

Geometry (Å):
C1 -1.30 -2.25 -0.92
C2 -0.38 -2.48 0.25
C3 -0.29 -3.69 0.84
C4 0.50 -1.29 0.53
H1 -2.05 -1.49 -0.60
H2 -1.83 -3.16 -1.23
H3 -0.77 -1.82 -1.78
H4 0.31 -3.92 1.72
H5 -0.96 -4.49 0.50
H6 1.08 -1.47 1.45
H7 -0.15 -0.41 0.69
H8 1.18 -1.08 -0.31
C5 0.95 1.92 -0.37
C6 -0.08 2.74 -0.04
N1 -0.91 2.46 1.13
N2 1.77 2.14 -1.45
H9 1.13 1.02 0.23
H10 -0.35 3.65 -0.56
H11 -1.88 2.13 0.90
H12 -0.47 1.79 1.76
H13 -1.03 3.31 1.65
H14 1.39 2.73 -2.11
H15 2.05 1.26 -1.86

=====

Formula: C44H53BrO3SSbSiZn
Source: OMol25
Level of theory: ωB97M-V/def2-TZVPD

Properties
max |F| = 0.85 eV Å⁻¹
lowest unoccupied orbital energy = -2.314 eV
frontier orbital gap = 8.8 eV
relative energy (zero: lowest compared OMol25 entry of this formula, charge and spin) = 0.0 kcal per mole
total energy = -196340.195 eV
total charge = +1
highest occupied orbital energy = -0.4094 Ha

Geometry (Å):
Zn1 0.24 -0.02 0.22
O1 0.83 0.50 2.14
C1 2.23 0.94 2.18
C2 2.70 1.14 0.72
O2 3.86 1.41 0.52
O3 1.79 1.03 -0.18
C3 2.29 2.28 2.90
C4 1.13 2.95 3.31
C5 1.23 4.14 4.00
C6 2.46 4.70 4.27
C7 3.62 4.05 3.84
C8 3.53 2.85 3.16
C9 3.01 -0.15 2.88
C10 3.65 -1.15 2.17
C11 4.27 -2.20 2.83
C12 4.26 -2.25 4.22
C13 3.62 -1.25 4.94
C14 3.00 -0.20 4.27
H1 0.61 0.12 3.00
H2 0.16 2.52 3.10
H3 0.33 4.64 4.34
H4 2.54 5.63 4.82
H5 4.59 4.48 4.05
H6 4.42 2.34 2.83
H7 3.68 -1.12 1.09
H8 4.77 -2.97 2.27
H9 4.75 -3.05 4.73
H10 3.61 -1.27 6.01
H11 2.52 0.59 4.84
C15 -1.78 -3.51 1.65
C16 -2.14 -3.82 0.19
C17 -3.11 -2.71 -0.25
C18 -2.91 -5.15 0.13
Si1 -0.60 -3.98 -0.95
Br1 0.89 -2.38 -0.10
C19 0.47 -5.56 -0.66
C20 0.59 -5.89 0.83
C21 -0.19 -6.75 -1.39
C22 1.91 -5.46 -1.20
C23 -0.84 -3.44 -2.77
C24 -1.17 -1.95 -2.93
C25 -1.99 -4.27 -3.36
C26 0.42 -3.70 -3.61
H12 -2.66 -3.69 2.27
H13 -1.50 -2.47 1.77
H14 -0.97 -4.12 2.05
H15 -3.93 -2.68 0.47
H16 -3.55 -2.88 -1.22
H17 -2.65 -1.73 -0.25
H18 -3.86 -5.02 0.66
H19 -2.38 -5.97 0.61
H20 -3.16 -5.45 -0.88
H21 -0.37 -6.10 1.30
H22 1.08 -5.10 1.39
H23 1.19 -6.79 0.93
H24 -1.19 -6.97 -1.03
H25 0.42 -7.64 -1.22
H26 -0.24 -6.60 -2.46
H27 2.45 -4.59 -0.84
H28 1.95 -5.45 -2.28
H29 2.45 -6.34 -0.86
H30 -2.05 -1.63 -2.39
H31 -1.36 -1.76 -3.99
H32 -0.34 -1.31 -2.64
H33 -2.95 -4.03 -2.92
H34 -1.84 -5.34 -3.27
H35 -2.07 -4.05 -4.43
H36 1.32 -3.28 -3.16
H37 0.29 -3.23 -4.58
H38 0.59 -4.76 -3.78
S1 -1.79 0.80 -0.34
Sb1 -1.27 3.03 -0.81
C27 -1.45 3.22 -2.88
C28 -0.90 4.34 -3.50
C29 -1.05 4.51 -4.87
C30 -1.74 3.56 -5.61
C31 -2.28 2.44 -4.99
C32 -2.14 2.27 -3.63
C33 -2.82 4.13 0.06
C34 -3.96 3.47 0.50
C35 -5.03 4.20 0.99
C36 -4.96 5.58 1.04
C37 -3.83 6.24 0.59
C38 -2.75 5.52 0.10
C39 0.56 3.90 -0.35
C40 1.69 3.46 -1.03
C41 2.91 4.08 -0.78
C42 2.98 5.14 0.11
C43 1.85 5.58 0.78
C44 0.63 4.95 0.56
H39 -0.35 5.07 -2.93
H40 -0.63 5.37 -5.35
H41 -1.86 3.69 -6.68
H42 -2.81 1.70 -5.58
H43 -2.55 1.39 -3.14
H44 -4.01 2.38 0.48
H45 -5.92 3.69 1.33
H46 -5.80 6.15 1.42
H47 -3.78 7.32 0.62
H48 -1.89 6.05 -0.27
H49 1.65 2.64 -1.72
H50 3.80 3.73 -1.28
H51 3.93 5.61 0.31
H52 1.91 6.39 1.48
H53 -0.24 5.26 1.12

=====

Formula: C40H26BrF13N2O7P
Source: OMol25
Level of theory: ωB97M-V/def2-TZVPD

Properties
max |F| = 3.76 eV Å⁻¹
lowest unoccupied orbital energy = -3.561 eV
frontier orbital gap = 7.0 eV
relative energy (zero: lowest compared OMol25 entry of this formula, charge and spin) = 50.8 kcal per mole
total energy = -173868.486 eV
total charge = +1
highest occupied orbital energy = -0.3896 Ha

Geometry (Å):
O1 8.53 -1.07 -1.11
P1 8.65 -1.02 -2.59
O2 7.83 -2.32 -3.28
O3 10.24 -1.23 -3.04
C1 7.88 0.54 -3.27
N1 7.96 1.72 -2.39
C2 9.02 2.20 -1.57
Br1 10.78 1.44 -1.37
C3 8.65 3.39 -0.87
N2 7.32 3.63 -1.32
C4 6.97 2.64 -2.19
C5 5.50 2.74 -2.74
C6 5.29 2.26 -4.22
C7 4.38 1.03 -4.50
F1 3.44 1.40 -5.47
F2 5.11 -0.01 -5.10
C8 3.57 0.39 -3.32
F3 2.99 -0.77 -3.83
F4 4.39 -0.07 -2.30
C9 2.45 1.30 -2.68
F5 2.65 1.40 -1.31
F6 2.48 2.62 -3.13
C10 0.96 0.81 -2.90
F7 0.63 0.65 -4.24
F8 0.16 1.88 -2.49
C11 0.51 -0.43 -2.03
F9 1.53 -1.15 -1.46
F10 -0.25 0.05 -0.97
C12 -0.46 -1.44 -2.79
F11 0.20 -2.14 -3.76
F12 -0.92 -2.32 -1.83
F13 -1.57 -0.84 -3.29
H1 7.25 -1.97 -3.98
H2 10.32 -1.27 -4.01
H3 8.32 0.72 -4.30
H4 6.78 0.32 -3.41
H5 9.21 4.02 -0.15
H6 6.65 4.37 -1.11
H7 4.84 2.29 -1.96
H8 5.26 3.85 -2.72
H9 6.30 2.05 -4.68
H10 4.88 3.12 -4.82
C13 -1.27 4.92 -0.33
C14 -0.93 3.58 -0.46
C15 -1.54 2.63 0.34
C16 -2.49 3.01 1.28
C17 -2.82 4.36 1.43
C18 -2.21 5.31 0.62
C19 -3.79 4.79 2.47
O4 -4.08 5.96 2.60
C20 -4.40 3.76 3.35
C21 -5.27 4.15 4.36
C22 -5.85 3.19 5.18
C23 -5.57 1.84 4.99
C24 -4.70 1.45 3.98
C25 -4.10 2.41 3.17
C26 -3.15 1.98 2.12
O5 -2.90 0.80 1.95
H11 -0.80 5.67 -0.96
H12 -0.19 3.28 -1.18
H13 -1.27 1.58 0.23
H14 -2.47 6.36 0.72
H15 -5.49 5.20 4.52
H16 -6.53 3.50 5.97
H17 -6.03 1.09 5.62
H18 -4.48 0.40 3.84
C27 -7.11 -7.58 4.28
C28 -6.17 -7.29 5.26
C29 -5.25 -6.28 5.06
C30 -5.25 -5.56 3.87
C31 -6.18 -5.86 2.88
C32 -7.12 -6.87 3.09
C33 -6.16 -5.14 1.58
O6 -6.97 -5.40 0.72
C34 -5.14 -4.09 1.36
C35 -5.07 -3.44 0.13
C36 -4.12 -2.45 -0.08
C37 -3.24 -2.09 0.94
C38 -3.30 -2.75 2.17
C39 -4.24 -3.75 2.38
C40 -4.27 -4.46 3.68
O7 -3.49 -4.16 4.57
H19 -7.84 -8.37 4.44
H20 -6.16 -7.86 6.19
H21 -4.52 -6.05 5.84
H22 -7.85 -7.10 2.32
H23 -5.76 -3.70 -0.66
H24 -4.07 -1.94 -1.04
H25 -2.51 -1.32 0.78
H26 -2.61 -2.47 2.95

=====

Formula: C17H16NO8PdS3
Source: OMol25
Level of theory: ωB97M-V/def2-TZVPD

Properties
max |F| = 0.40 eV Å⁻¹
lowest unoccupied orbital energy = 2.140 eV
frontier orbital gap = 7.4 eV
total energy = -71747.071 eV
total charge = -1
highest occupied orbital energy = -0.1934 Ha

Geometry (Å):
Pd1 -1.66 0.25 1.54
S1 -0.41 0.64 3.42
C1 1.24 0.59 2.93
N1 1.73 0.41 1.75
C2 3.11 0.43 1.77
C3 3.92 0.26 0.65
C4 5.29 0.30 0.80
C5 5.87 0.51 2.06
C6 5.08 0.67 3.18
C7 3.70 0.63 3.03
S2 2.44 0.79 4.21
H1 3.46 0.11 -0.32
H2 5.93 0.17 -0.06
H3 6.95 0.53 2.16
H4 5.53 0.83 4.16
O1 -2.02 -3.65 1.01
C8 -1.54 -2.54 0.86
O2 -1.40 -1.69 1.84
C9 -1.01 -2.13 -0.50
C10 -1.57 -2.72 -1.63
C11 -1.10 -2.41 -2.91
C12 -0.07 -1.52 -2.99
O3 0.56 -1.04 -4.12
C13 1.55 -0.12 -3.66
O4 1.52 -0.10 -2.24
C14 0.49 -0.95 -1.87
C15 0.05 -1.22 -0.60
H5 -2.37 -3.43 -1.49
H6 -1.54 -2.85 -3.80
H7 1.32 0.88 -4.04
H8 2.53 -0.45 -4.00
H9 0.52 -0.77 0.26
C16 -4.41 1.77 2.79
S3 -3.72 1.94 1.16
O5 -4.46 2.98 0.50
O6 -3.80 0.60 0.54
O7 -2.27 2.25 1.37
H10 -5.47 1.57 2.68
H11 -4.25 2.70 3.32
H12 -3.91 0.95 3.30
C17 -2.58 0.78 -3.20
O8 -2.23 0.99 -1.85
H13 -3.28 1.54 -3.57
H14 -3.01 -0.21 -3.37
H15 -1.66 0.84 -3.79
H16 -3.02 0.88 -1.30

=====

Formula: C5H12O2
Source: OMol25
Level of theory: ωB97M-V/def2-TZVPD

Properties
max |F| = 0.68 eV Å⁻¹
lowest unoccupied orbital energy = 0.932 eV
frontier orbital gap = 11.2 eV
relative energy (zero: lowest compared OMol25 entry of this formula, charge and spin) = 25.2 kcal per mole
total energy = -9474.041 eV
highest occupied orbital energy = -0.3755 Ha

Geometry (Å):
O1 2.26 -2.64 0.49
C1 1.14 -2.12 -0.21
C2 0.83 -0.72 0.21
C3 -0.29 -0.13 -0.66
C4 -0.46 1.38 -0.45
C5 -1.25 1.69 0.80
O2 -1.69 3.05 0.84
H1 2.66 -3.31 -0.07
H2 1.32 -2.10 -1.30
H3 0.28 -2.79 -0.09
H4 1.74 -0.13 0.11
H5 0.49 -0.66 1.24
H6 -1.23 -0.61 -0.40
H7 -0.08 -0.35 -1.72
H8 0.51 1.88 -0.39
H9 -0.91 1.87 -1.32
H10 -0.65 1.55 1.68
H11 -2.13 1.03 0.85
H12 -2.53 3.12 0.39

=====

Formula: C2H6NO2S2
Source: OMol25
Level of theory: ωB97M-V/def2-TZVPD

Properties
max |F| = 0.86 eV Å⁻¹
lowest unoccupied orbital energy = 3.333 eV
frontier orbital gap = 7.5 eV
relative energy (zero: lowest compared OMol25 entry of this formula, charge and spin) = 18.7 kcal per mole
total energy = -29429.022 eV
total charge = -1
highest occupied orbital energy = -0.1521 Ha

Geometry (Å):
N1 0.78 0.04 -2.88
C1 0.12 0.11 -1.61
O1 -0.69 -0.80 -1.34
O2 0.42 1.11 -0.92
H1 1.63 0.57 -2.88
H2 0.85 -0.88 -3.27
C2 -1.43 0.28 1.76
S1 -0.31 -0.76 2.73
S2 1.53 -0.08 2.27
H3 -1.91 1.01 2.41
H4 -2.16 -0.31 1.23
H5 -0.80 0.78 1.02
H6 1.99 -1.08 1.49

=====

Formula: C3H3N
Source: OMol25
Level of theory: ωB97M-V/def2-TZVPD

Properties
max |F| = 4.69 eV Å⁻¹
lowest unoccupied orbital energy = 1.039 eV
frontier orbital gap = 11.9 eV
relative energy (zero: lowest compared OMol25 entry of this formula, charge and spin) = 65.0 kcal per mole
total energy = -4645.706 eV
highest occupied orbital energy = -0.4001 Ha

Geometry (Å):
C1 0.17 0.00 1.63
C2 -0.02 0.88 0.82
C3 0.67 0.03 -2.25
N1 -0.10 -0.57 -1.62
H1 0.18 -0.89 2.11
H2 -0.29 1.64 0.24
H3 -0.61 -1.08 -0.93